(i)
Formula: C4H5NO2
Source: OMol25
Level of theory: the ωB97M-V functional and the def2-TZVPD basis

Atoms and positions in Å:
O1 0.3186 -2.2770 -0.5722
C1 0.0711 -1.1027 -0.5569
N1 -1.2106 -0.4823 -0.2908
C2 -0.6321 0.2807 0.8307
C3 0.3498 1.1601 0.0656
O2 1.6731 0.7371 0.3631
C4 0.9942 0.1393 -0.7469
H1 -1.9622 -1.1130 -0.0212
H2 0.0824 -0.4362 1.3106
H3 -1.3200 0.6509 1.5864
H4 0.1525 2.1780 -0.2610
H5 1.4833 0.2652 -1.7073

Its SMILES is O=C1NC[C@H]2O[C@@H]12. Its net charge is 0. As for the gap between HOMO and LUMO: 10.693 eV. The highest occupied orbital energy comes out at -0.359 hartree.

---

(ii)
Formula: C4H5NO2
Source: OMol25
Level of theory: the ωB97M-V functional and the def2-TZVPD basis

Atoms and positions in Å:
C1 -1.4636 -0.6917 -2.0297
C2 -0.6051 -0.2015 -0.8671
C3 0.5105 -0.8332 -0.2441
C4 0.8434 0.0697 0.7585
O1 1.6628 0.1849 1.8724
O2 -0.0860 1.0511 0.8313
N1 -0.9313 0.7668 -0.2018
H1 -0.7918 -1.4220 -2.5533
H2 -1.7098 0.1678 -2.8140
H3 -2.3879 -1.4579 -1.7660
H4 0.9836 -1.7988 -0.5526
H5 2.1001 -0.8044 1.7627

Its SMILES is Cc1cc(O)on1. Its net charge is 0. As for the gap between HOMO and LUMO: 9.697 eV. The highest occupied orbital energy comes out at -0.342 hartree.

---

(iii)
Formula: C4H5NO2
Source: OMol25
Level of theory: the ωB97M-V functional and the def2-TZVPD basis

Atoms and positions in Å:
C1 -0.3454 -2.0857 -0.5031
O1 -0.2535 -0.7700 -1.0432
C2 -0.1088 0.2075 -0.1440
C3 0.4296 1.4926 -0.4457
C4 0.3968 2.1071 0.7577
O2 -0.1092 1.2953 1.6942
N1 -0.4287 0.0801 1.1191
H1 0.5589 -2.3109 0.0720
H2 -1.2178 -2.1938 0.1467
H3 -0.4234 -2.7539 -1.3612
H4 0.7972 1.8472 -1.3957
H5 0.7042 3.0845 1.1032

Its SMILES is COc1ccon1. Its net charge is 0. As for the gap between HOMO and LUMO: 10.759 eV. The highest occupied orbital energy comes out at -0.358 hartree.

---

(iv)
Formula: C4H5NO2
Source: OMol25
Level of theory: the ωB97M-V functional and the def2-TZVPD basis

Atoms and positions in Å:
O1 -2.5238 1.1368 -0.2553
C1 -1.7436 0.4378 0.3303
C2 -0.1099 0.0367 -0.7177
C3 -0.1515 0.7430 0.5641
N1 2.2989 -0.1203 0.4527
C4 2.1518 -1.1215 -0.1021
O2 -0.1143 -1.1796 -0.8087
H1 -1.9943 -0.5713 0.7165
H2 -0.2638 0.7050 -1.5783
H3 0.1720 1.7930 0.5681
H4 0.1568 0.1933 1.4539
H5 2.1218 -2.0530 -0.6234

Its net charge is 0. As for the gap between HOMO and LUMO: 9.901 eV. The highest occupied orbital energy comes out at -0.366 hartree.

---

Quick ranking, most stable first: (iii), (i), (iv), (ii).

---

(i)
Formula: C4H5NO2
Source: OMol25
Level of theory: the ωB97M-V functional and the def2-TZVPD basis

Atoms and positions in Å:
O1 1.5623 0.9416 -0.9169
C1 1.8119 0.0854 -0.1070
C2 0.7870 -0.8781 0.5136
O2 1.2600 -1.8657 1.0209
N1 -0.6065 -0.6616 0.4746
C3 -1.2301 -0.1064 -0.7414
C4 -1.1646 0.6974 0.4904
H1 2.8419 -0.1373 0.2278
H2 -2.1451 -0.6217 -1.0209
H3 -0.5909 0.2047 -1.5637
H4 -0.4901 1.5505 0.4875
H5 -2.0357 0.7912 1.1351

Its SMILES is O=CC(=O)N1CC1. Its net charge is 0. As for the gap between HOMO and LUMO: 9.223 eV. The highest occupied orbital energy comes out at -0.358 hartree.

---

(ii)
Formula: C4H5NO2
Source: OMol25
Level of theory: the ωB97M-V functional and the def2-TZVPD basis

Atoms and positions in Å:
C1 1.6739 0.3358 0.3991
C2 0.5917 0.6741 -0.6152
O1 0.8144 1.6638 -1.5628
C3 -0.3265 -0.3113 -0.5490
N1 -0.9215 -1.3594 -0.1091
C4 -2.1495 -1.2537 0.6824
O2 -2.9613 -0.3595 0.4994
H1 1.7395 1.2768 0.9226
H2 1.3179 -0.4878 1.0911
H3 2.6376 0.1626 -0.0674
H4 -0.0643 1.6699 -2.1310
H5 -2.3518 -2.0114 1.4399

Its SMILES is CC(O)=C=NC=O. Its net charge is 0. As for the gap between HOMO and LUMO: 8.196 eV. The highest occupied orbital energy comes out at -0.312 hartree.

---

Quick ranking, most stable first: (i), (ii).

---

(i)
Formula: C4H5NO2
Source: OMol25
Level of theory: the ωB97M-V functional and the def2-TZVPD basis

Atoms and positions in Å:
O1 2.3128 -1.2433 -1.2658
C1 1.2115 -1.1489 -0.8701
N1 0.0324 -1.1691 -0.6084
C2 -0.8598 -0.6263 0.3773
C3 -0.3015 0.6412 0.9712
O2 1.0317 0.5184 1.5378
C4 0.9845 1.1922 0.4366
H1 -0.4696 0.8677 -1.8227
H2 -1.0515 -1.3948 1.1365
H3 -1.8235 -0.3956 -0.0935
H4 -0.9611 1.2969 1.5310
H5 -0.2387 1.6047 -1.5615

Its net charge is 0. As for the gap between HOMO and LUMO: 10.147 eV. The highest occupied orbital energy comes out at -0.369 hartree.

---

(ii)
Formula: C4H5NO2
Source: OMol25
Level of theory: the ωB97M-V functional and the def2-TZVPD basis

Atoms and positions in Å:
O1 -2.1257 0.1437 1.1173
C1 -1.6761 -0.2825 0.0841
C2 -0.3825 0.2136 -0.5509
C3 0.5524 0.9636 0.4086
N1 1.6049 -0.0085 0.7255
C4 1.4155 -0.9864 -0.0512
O2 0.3655 -0.9618 -0.9201
H1 -2.1757 -1.0891 -0.4914
H2 -0.6268 0.7677 -1.4634
H3 1.0059 1.8447 -0.0577
H4 0.0205 1.2791 1.3101
H5 2.0224 -1.8840 -0.1110

Its SMILES is O=C[C@H]1CN=CO1. Its net charge is 0. As for the gap between HOMO and LUMO: 10.580 eV. The highest occupied orbital energy comes out at -0.363 hartree.

---

Quick ranking, most stable first: (ii), (i).

---

(i)
Formula: C4H5NO2
Source: OMol25
Level of theory: the ωB97M-V functional and the def2-TZVPD basis

Atoms and positions in Å:
O1 2.5765 0.1138 0.1865
C1 1.7188 0.8272 -0.3625
C2 0.3448 0.6797 -0.1198
C3 -0.9408 0.4840 -0.7997
O2 -1.5508 0.9641 -1.7171
C4 -1.2904 -0.6632 0.1253
N1 0.0192 -0.4185 0.8110
H1 1.7964 1.6155 -1.1574
H2 -2.1183 -0.5264 0.8851
H3 -1.5187 -1.6266 -0.3237
H4 0.7763 -1.0545 0.6513
H5 0.1869 -0.3952 1.8210

Its SMILES is O=CC1=C([O-])C[NH2+]1. Its net charge is 0. As for the gap between HOMO and LUMO: 8.812 eV. The highest occupied orbital energy comes out at -0.316 hartree.

---

(ii)
Formula: C4H5NO2
Source: OMol25
Level of theory: the ωB97M-V functional and the def2-TZVPD basis

Atoms and positions in Å:
C1 -1.5213 -0.3974 -0.5664
C2 -0.0988 -0.0023 -0.4188
C3 0.4226 1.2400 -0.2700
O1 1.8321 1.0955 -0.0845
C4 1.6878 -0.0246 0.6682
O2 1.8559 -0.0764 1.8458
N1 0.9366 -0.9391 -0.1651
H1 -1.6620 -1.0100 -1.4648
H2 -1.8608 -0.9833 0.2956
H3 -2.1397 0.4983 -0.6644
H4 0.0424 1.8796 0.5172
H5 0.6121 -1.7498 0.3527

Its net charge is 0. As for the gap between HOMO and LUMO: 9.738 eV. The highest occupied orbital energy comes out at -0.331 hartree.

---

(iii)
Formula: C4H5NO2
Source: OMol25
Level of theory: the ωB97M-V functional and the def2-TZVPD basis

Atoms and positions in Å:
O1 1.7138 1.5646 0.8998
C1 1.9916 0.4981 0.4181
C2 0.9627 -0.5482 -0.0207
O2 1.3655 -1.4545 -0.7142
N1 -0.3170 -0.4000 0.4800
C3 -1.5146 -0.7255 -0.2751
C4 -1.1313 0.7004 0.0136
H1 3.0314 0.1584 0.2131
H2 -2.3745 -1.1720 0.2232
H3 -1.3749 -1.2046 -1.2452
H4 -0.7868 1.3103 -0.8214
H5 -1.5659 1.2730 0.8289

Its SMILES is O=CC(=O)N1CC1. Its net charge is 0. As for the gap between HOMO and LUMO: 9.811 eV. The highest occupied orbital energy comes out at -0.368 hartree.

---

(iv)
Formula: C4H5NO2
Source: OMol25
Level of theory: the ωB97M-V functional and the def2-TZVPD basis

Atoms and positions in Å:
O1 -2.1646 0.2331 1.0681
C1 -1.7030 -0.2541 0.0640
C2 -0.3755 0.1755 -0.5454
C3 0.5409 0.9467 0.4212
N1 1.6619 0.0360 0.6762
C4 1.4630 -0.9730 -0.0583
O2 0.3637 -1.0186 -0.8596
H1 -2.2328 -1.0553 -0.4866
H2 -0.5787 0.6979 -1.4872
H3 0.9162 1.8804 -0.0079
H4 0.0110 1.1801 1.3497
H5 2.0981 -1.8486 -0.1343

Its SMILES is O=C[C@H]1CN=CO1. Its net charge is 0. As for the gap between HOMO and LUMO: 10.565 eV. The highest occupied orbital energy comes out at -0.364 hartree.

---

Quick ranking, most stable first: (iv), (iii), (ii), (i).

---

(i)
Formula: C4H5NO2
Source: OMol25
Level of theory: the ωB97M-V functional and the def2-TZVPD basis

Atoms and positions in Å:
O1 0.5883 -2.5215 0.8761
C1 0.5290 -1.7063 -0.0105
C2 -0.4016 -0.5120 0.0499
C3 0.1837 0.6652 0.8834
N1 -0.0311 1.8461 0.0472
C4 -0.4117 1.4091 -1.0755
O2 -0.5678 0.0709 -1.2544
H1 1.1877 -1.7490 -0.9039
H2 -1.3844 -0.8376 0.4117
H3 -0.3063 0.7749 1.8536
H4 1.2591 0.5427 1.0668
H5 -0.6448 2.0176 -1.9444

Its SMILES is O=C[C@H]1CN=CO1. Its net charge is 0. As for the gap between HOMO and LUMO: 10.790 eV. The highest occupied orbital energy comes out at -0.369 hartree.

---

(ii)
Formula: C4H5NO2
Source: OMol25
Level of theory: the ωB97M-V functional and the def2-TZVPD basis

Atoms and positions in Å:
C1 0.9897 0.0282 1.4469
C2 0.1480 -0.0620 0.2237
C3 -0.5733 -1.1165 -0.1704
O1 -1.0813 -0.8984 -1.4382
C4 -0.9990 0.4383 -1.6415
O2 -1.8092 1.0306 -2.2888
N1 0.0199 0.9062 -0.7803
H1 1.9171 -0.5179 1.2476
H2 1.2354 1.0420 1.7828
H3 0.4628 -0.4994 2.2490
H4 -1.0842 -1.8842 0.3885
H5 0.7622 1.5394 -1.0395

Its SMILES is Cc1coc(=O)[nH]1. Its net charge is 0. As for the gap between HOMO and LUMO: 9.318 eV. The highest occupied orbital energy comes out at -0.316 hartree.

---

(iii)
Formula: C4H5NO2
Source: OMol25
Level of theory: the ωB97M-V functional and the def2-TZVPD basis

Atoms and positions in Å:
C1 1.4989 1.2928 0.7357
O1 0.9774 0.7524 -0.4703
C2 0.0206 -0.1451 -0.2968
C3 -0.7844 -0.5451 -1.4333
C4 -1.5200 -1.5409 -0.7827
O2 -1.2955 -1.5892 0.5132
N1 -0.3491 -0.6273 0.8679
H1 0.7290 1.9014 1.2184
H2 1.7999 0.4843 1.4065
H3 2.3536 1.9025 0.4491
H4 -1.2482 0.4428 -1.0700
H5 -2.1821 -2.3286 -1.1378

Its SMILES is COc1ccon1. Its net charge is 0. As for the gap between HOMO and LUMO: 9.437 eV. The highest occupied orbital energy comes out at -0.337 hartree.

---

(iv)
Formula: C4H5NO2
Source: OMol25
Level of theory: the ωB97M-V functional and the def2-TZVPD basis

Atoms and positions in Å:
O1 -2.5635 -0.3636 0.2923
C1 -1.4486 -0.0927 -0.1151
N1 -0.8111 1.0498 -0.3380
C2 0.5449 0.7135 -0.2209
C3 0.8764 -0.3616 0.8921
C4 0.6243 -0.7793 -0.6654
O2 -0.8277 -1.0896 -0.5082
H1 -1.2688 2.1997 -0.3245
H2 1.4683 1.2719 -0.5810
H3 1.9305 -0.3329 1.3143
H4 0.0270 -0.6571 1.5602
H5 1.4482 -1.5581 -1.3058

Its SMILES is O=C1N[C@H]2C[C@H]2O1. Its net charge is 0. As for the gap between HOMO and LUMO: 10.010 eV. The highest occupied orbital energy comes out at -0.348 hartree.

---

Quick ranking, most stable first: (ii), (i), (iv), (iii).

---

(i)
Formula: C4H5NO2
Source: OMol25
Level of theory: the ωB97M-V functional and the def2-TZVPD basis

Atoms and positions in Å:
N1 0.4720 1.1392 1.1444
C1 -0.0016 0.4162 0.0019
C2 -1.2897 0.0525 -0.7079
C3 -0.6368 -0.8993 0.2427
O1 0.5173 -1.6202 -0.2693
C4 1.0959 -0.4112 -0.6102
O2 2.1544 -0.1948 -1.1135
H1 1.0437 1.9285 0.8640
H2 1.1976 0.4480 1.4057
H3 -2.2283 0.4714 -0.3550
H4 -1.2367 -0.1231 -1.7808
H5 -1.0880 -1.2072 1.1779

Its net charge is 0. As for the gap between HOMO and LUMO: 10.836 eV. The highest occupied orbital energy comes out at -0.366 hartree.

---

(ii)
Formula: C4H5NO2
Source: OMol25
Level of theory: the ωB97M-V functional and the def2-TZVPD basis

Atoms and positions in Å:
H1 -0.6785 2.8741 0.3832
N1 -1.0863 1.8820 0.0941
C1 -0.4874 0.7974 0.0632
C2 0.9180 0.2869 0.0800
C3 0.7544 -1.2100 -0.0844
O1 -0.6038 -1.5339 -0.1633
C4 -1.3840 -0.4369 -0.1192
O2 -2.5665 -0.5024 -0.2209
H2 1.4347 0.5899 -0.8102
H3 1.2778 0.5368 0.9944
H4 1.2441 -1.5415 -0.9191
H5 1.1775 -1.7424 0.7023

Its SMILES is [H]/N=C1\CCOC1=O. Its net charge is 0. As for the gap between HOMO and LUMO: 10.134 eV. The highest occupied orbital energy comes out at -0.356 hartree.

---

(iii)
Formula: C4H5NO2
Source: OMol25
Level of theory: the ωB97M-V functional and the def2-TZVPD basis

Atoms and positions in Å:
O1 1.9566 1.0688 1.6402
C1 2.0921 0.3805 0.6666
C2 0.9268 -0.2728 -0.0820
O2 1.1627 -0.9531 -1.0549
N1 -0.3357 -0.0598 0.4967
C3 -1.4379 -0.7687 -0.1427
C4 -1.2878 0.6847 -0.3455
H1 3.0746 0.1222 0.2226
H2 -2.1738 -1.1366 0.5666
H3 -1.1785 -1.4325 -0.9630
H4 -0.9247 1.0050 -1.3207
H5 -1.9158 1.3933 0.1859

Its SMILES is O=CC(=O)N1CC1. Its net charge is 0. As for the gap between HOMO and LUMO: 9.619 eV. The highest occupied orbital energy comes out at -0.369 hartree.

---

Quick ranking, most stable first: (ii), (iii), (i).

---

(i)
Formula: C4H5NO2
Source: OMol25
Level of theory: the ωB97M-V functional and the def2-TZVPD basis

Atoms and positions in Å:
H1 0.1956 2.9437 -0.2483
N1 -0.4817 2.2213 -0.0931
C1 -0.1866 1.0315 0.0188
C2 0.9741 0.0834 0.0811
C3 0.3625 -1.3916 -0.0513
O1 -0.9979 -1.4071 -0.0632
C4 -1.5378 -0.2249 -0.0105
O2 -2.6881 -0.0442 0.0404
H2 1.8098 0.3465 -0.4414
H3 1.1699 0.0184 1.1811
H4 0.6435 -1.5806 -1.1283
H5 0.7367 -1.9965 0.7147

Its SMILES is [H]/N=C1\CCOC1=O. Its net charge is 0. As for the gap between HOMO and LUMO: 9.724 eV. The highest occupied orbital energy comes out at -0.334 hartree.

---

(ii)
Formula: C4H5NO2
Source: OMol25
Level of theory: the ωB97M-V functional and the def2-TZVPD basis

Atoms and positions in Å:
C1 -1.3425 -0.2463 0.1780
C2 0.7700 0.0759 0.0261
N1 2.1105 0.1059 0.1072
C3 -0.0269 1.1490 -0.4403
C4 -0.1161 -0.8938 0.4841
O1 -1.3210 1.0888 0.1550
O2 -2.5721 -0.7347 0.2056
H1 -2.8592 -0.7798 -0.7220
H2 2.6370 0.9094 -0.2093
H3 2.6388 -0.6713 0.4805
H4 0.0323 1.8095 -1.2919
H5 0.0493 -1.8125 1.0270

Its net charge is 0. As for the gap between HOMO and LUMO: 7.597 eV. The highest occupied orbital energy comes out at -0.250 hartree.

---

Quick ranking, most stable first: (i), (ii).

---

(i)
Formula: C4H5NO2
Source: OMol25
Level of theory: the ωB97M-V functional and the def2-TZVPD basis

Atoms and positions in Å:
C1 0.0674 -0.5316 0.3705
C2 0.2659 -0.3521 1.6442
C3 0.0145 -1.8683 -0.2245
C4 0.2133 1.8507 -0.1503
N1 -0.4251 0.5690 -0.4502
O1 -0.1795 -2.0142 -1.4079
O2 0.5914 -0.1642 2.7247
H1 0.2261 -2.7623 0.3202
H2 -0.2679 2.7548 -0.7552
H3 1.3455 1.6424 -0.2482
H4 -0.4569 0.1666 -1.4748
H5 -1.3947 0.7091 -0.3485

Its net charge is 0. As for the gap between HOMO and LUMO: 6.503 eV. The highest occupied orbital energy comes out at -0.246 hartree.

---

(ii)
Formula: C4H5NO2
Source: OMol25
Level of theory: the ωB97M-V functional and the def2-TZVPD basis

Atoms and positions in Å:
C1 -1.6749 -0.2696 -0.7582
C2 -0.3744 0.1347 -0.1612
C3 0.1322 1.3402 0.1606
O1 1.4120 1.1549 0.7074
C4 1.5356 -0.1596 0.6556
O2 2.5730 -0.8758 1.0687
N1 0.5487 -0.8251 0.1638
H1 -1.5258 -0.7821 -1.7148
H2 -2.2066 -0.9656 -0.1000
H3 -2.3038 0.6029 -0.9243
H4 -0.2308 2.3474 0.0927
H5 2.1149 -1.7025 0.8096

Its SMILES is Cc1coc(O)n1. Its net charge is 0. As for the gap between HOMO and LUMO: 9.680 eV. The highest occupied orbital energy comes out at -0.324 hartree.

---

(iii)
Formula: C4H5NO2
Source: OMol25
Level of theory: the ωB97M-V functional and the def2-TZVPD basis

Atoms and positions in Å:
C1 0.1697 0.3452 -1.7175
C2 0.1888 0.1457 -0.2703
C3 -0.1685 -1.1248 0.0312
O1 -0.5429 -1.1938 1.3539
C4 -0.2653 0.0085 1.9134
O2 -0.4877 0.2973 3.0556
N1 0.2826 0.8251 0.9178
H1 -0.7844 0.6880 -2.1047
H2 0.9793 0.9557 -2.1736
H3 -0.1939 -0.7930 -1.7575
H4 0.4131 -1.9637 -0.3316
H5 0.4091 1.8095 1.0831

Its SMILES is Cc1coc(=O)[nH]1. Its net charge is 0. As for the gap between HOMO and LUMO: 9.250 eV. The highest occupied orbital energy comes out at -0.316 hartree.

---

Quick ranking, most stable first: (ii), (iii), (i).